{"formula": "C4H6O2", "method": "ωB97M-V with the def2-TZVPD basis set", "elements": ["O", "C", "C", "C", "C", "O", "H", "H", "H", "H", "H", "H"], "xyz": [[-3.03961, 1.54818, 0.32725], [-2.10998, 1.36956, -0.29962], [1.11510, 1.03376, -0.17776], [1.54707, 0.04439, 0.59716], [-0.69301, -1.53115, -0.32236], [-1.63860, -1.19938, 0.34791], [1.52425, 1.21858, -1.16816], [0.30440, 1.68412, 0.13285], [2.34642, -0.62335, 0.28490], [1.10127, -0.14655, 1.57097], [0.02002, -2.30662, 0.02077], [-0.47732, -1.09154, -1.31390]], "forces_ev_per_a": [[1.1, -0.2, -0.7], [-1.3, 0.3, 0.6], [0.1, -0.1, 0.1], [0.0, 0.1, -0.1], [-0.3, 0.0, 0.2], [0.4, -0.3, -0.3], [0.0, 0.0, 0.2], [0.2, -0.1, 0.0], [-0.1, 0.1, 0.0], [0.1, 0.1, -0.1], [-0.1, 0.1, 0.0], [-0.1, 0.0, 0.1]], "e_above_lowest_ev": 2.487, "energy_ha": -306.41491, "charge": 0, "e_homo_ev": -10.1, "e_lumo_ha": 0.0321, "gap_ev": 11.000}



{"formula": "C3H6N2O2", "method": "ωB97M-V with the def2-TZVPD basis set", "elements": ["N", "C", "O", "N", "C", "C", "O", "H", "H", "H", "H", "H", "H"], "xyz": [[-1.60406, -1.04274, -0.53895], [-0.86473, 0.10480, -0.24393], [-0.65081, 0.39128, 1.27109], [0.46036, -0.03116, -0.71839], [1.47063, 1.03208, -0.45925], [1.46240, -0.18464, 0.34383], [2.05291, -1.02648, 0.93676], [-2.56362, -1.01555, -0.22816], [-1.14073, -1.90709, -0.29063], [-1.36136, 1.01791, -0.58235], [-0.62061, -0.43993, 1.76410], [2.18393, 1.13738, -1.26761], [1.17571, 1.96415, 0.01349]], "forces_ev_per_a": [[-0.3, -0.1, 0.0], [0.4, 0.5, 2.3], [-0.9, 0.1, -1.0], [1.0, -1.1, 0.5], [0.1, 0.6, 0.7], [0.5, -0.1, -2.8], [-0.7, 0.2, 0.6], [0.1, 0.0, 0.1], [0.0, 0.1, -0.1], [0.1, -0.2, 0.0], [-0.2, 0.0, -0.3], [0.1, 0.0, 0.1], [-0.2, 0.0, 0.0]], "e_above_lowest_ev": 3.587, "energy_ha": -377.82750, "charge": 0, "e_homo_ev": -9.5, "e_lumo_ha": 0.0300, "gap_ev": 10.280, "smiles": "N[C@@H](O)N1CC1=O"}



{"formula": "C18H42CeN3OP2S", "method": "ωB97M-V with the def2-TZVPD basis set", "elements": ["Ce", "P", "P", "N", "C", "H", "H", "C", "H", "H", "C", "H", "H", "C", "H", "H", "C", "C", "H", "H", "H", "C", "C", "H", "H", "H", "C", "C", "H", "H", "H", "C", "C", "H", "H", "H", "C", "C", "H", "H", "H", "C", "H", "H", "H", "C", "H", "H", "H", "C", "H", "H", "H", "H", "H", "H", "H", "O", "H", "H", "N", "C", "N", "S", "H", "H", "H", "H"], "xyz": [[0.01406, 0.74019, -0.40436], [-2.07146, 0.69363, 1.48238], [1.84843, -0.94107, -1.64783], [-1.37134, -0.56349, -1.40975], [-3.25729, 0.08075, 0.20705], [-4.05309, -0.44118, 0.75852], [-3.72948, 0.94171, -0.29319], [-2.69753, -0.88740, -0.85561], [-2.63505, -1.89924, -0.42010], [-3.42076, -0.93662, -1.68953], [-0.89083, -1.64159, -2.29452], [-1.57039, -1.70475, -3.16346], [-0.98518, -2.59259, -1.74251], [0.55047, -1.50630, -2.82917], [0.55203, -0.84022, -3.70710], [0.88554, -2.49444, -3.17602], [2.93031, -2.35781, -1.30021], [3.85713, -2.07403, -0.10600], [4.16194, -3.03697, 0.32692], [3.37050, -1.49317, 0.69168], [4.77225, -1.55379, -0.42233], [2.76563, 0.43938, -2.48564], [3.87861, 0.98627, -1.57548], [4.24395, 1.93128, -2.00507], [4.72231, 0.28116, -1.52348], [3.54914, 1.20310, -0.54572], [-2.27319, 2.54154, 1.56523], [-1.32952, 3.15164, 2.61665], [-1.31359, 4.24399, 2.48136], [-0.28778, 2.79974, 2.53375], [-1.68457, 2.93876, 3.63665], [-2.54279, -0.11465, 3.05188], [-1.43061, 0.03763, 4.10221], [-1.59354, -0.69534, 4.90642], [-1.43695, 1.03652, 4.55851], [-0.43428, -0.15342, 3.67827], [1.61788, 1.05019, 1.47741], [3.29115, 0.07898, -3.87573], [4.04421, -0.71807, -3.83987], [2.49265, -0.23082, -4.56210], [3.76328, 0.97787, -4.29878], [-3.71898, 3.00566, 1.74677], [-3.72831, 4.10528, 1.70795], [-4.38011, 2.64120, 0.94980], [-4.13631, 2.69505, 2.71264], [-3.90324, 0.28615, 3.62595], [-4.14645, -0.42186, 4.43237], [-3.88518, 1.29142, 4.06814], [-4.71433, 0.22873, 2.89115], [3.71155, -2.90141, -2.49905], [4.56921, -2.26654, -2.76060], [4.10853, -3.88625, -2.21210], [3.09225, -3.05260, -3.39052], [2.21775, -3.14478, -0.98145], [-2.59681, -1.18833, 2.78840], [2.01542, 1.24936, -2.62517], [-1.94266, 2.90775, 0.56878], [2.40105, 1.18708, 2.33883], [-0.89245, 2.40804, -2.01238], [-0.34884, 2.88244, -1.71501], [1.64422, -2.06201, 3.04027], [0.87234, -2.71872, 2.16054], [0.79976, -4.05480, 2.28457], [-0.00377, -1.91244, 0.90753], [2.08477, -2.53862, 3.81969], [1.71261, -1.05163, 2.99656], [0.21569, -4.57594, 1.63955], [1.27377, -4.56709, 3.02390]], "forces_ev_per_a": [[-2.0, -2.0, -1.4], [-0.2, 0.5, -0.1], [0.2, 0.6, -0.4], [1.0, 0.7, 0.9], [-0.1, 0.3, -0.4], [0.1, 0.2, -0.3], [0.2, -0.2, 0.2], [-0.3, -0.3, -0.1], [0.0, 0.2, -0.2], [0.2, 0.0, 0.3], [-0.2, -0.4, -0.1], [0.2, 0.0, 0.3], [0.0, 0.3, -0.1], [-0.2, 0.3, -0.3], [0.1, -0.2, 0.3], [-0.2, 0.2, -0.1], [0.0, -0.4, 0.7], [0.2, -0.2, 0.1], [0.0, 0.3, -0.1], [0.1, -0.1, -0.2], [-0.3, -0.2, 0.2], [-0.1, -0.3, 0.2], [0.1, 0.1, -0.2], [0.0, -0.3, 0.2], [-0.3, 0.3, 0.0], [0.1, -0.1, -0.2], [0.0, -0.3, 0.0], [-0.1, 0.2, 0.0], [0.0, -0.3, 0.1], [-0.2, 0.0, 0.0], [0.2, 0.1, -0.4], [0.5, -0.6, 0.4], [0.0, -0.1, 0.3], [0.0, 0.3, -0.2], [0.0, -0.3, -0.1], [-0.2, 0.0, 0.1], [5.3, 0.9, 5.9], [0.1, 0.2, -0.4], [-0.3, 0.4, 0.0], [0.2, 0.1, 0.1], [-0.1, -0.3, 0.0], [-0.2, 0.4, -0.1], [-0.1, -0.3, 0.0], [0.1, 0.1, 0.2], [0.2, 0.2, -0.4], [-0.2, 0.0, 0.2], [0.1, 0.2, -0.2], [0.0, -0.4, -0.1], [0.1, 0.1, 0.1], [0.2, -0.2, -0.1], [-0.3, -0.2, 0.2], [-0.1, 0.3, -0.1], [0.1, 0.1, 0.1], [0.1, 0.4, -0.1], [0.1, 0.4, -0.1], [0.0, -0.1, 0.0], [-0.1, -0.1, 0.0], [-4.1, -0.8, -4.5], [0.5, 0.7, 0.1], [-0.6, -0.4, -0.5], [-0.3, 0.1, -0.4], [0.7, -0.5, 0.8], [-0.3, 0.9, -0.5], [0.0, -0.1, 0.1], [0.0, 0.1, -0.1], [0.0, -0.6, 0.2], [0.2, 0.1, 0.2], [-0.2, 0.2, -0.2]], "energy_ha": -2505.54826, "charge": 3, "e_homo_ev": [-17.6, -17.6], "e_lumo_ha": [-0.4135, -0.4135], "gap_ev": [6.323, 6.323]}